[1]
Molecular formula: C11H8O2
Method: DFT, wB97M-V/def2-TZVPD

Calculated values
orbital gap: 7.855 eV
ΔE to the lowest compared entry with this formula, charge and spin: 62.3 kJ/mol
LUMO level: -0.52 eV
SMILES string: O=Cc1cc2ccccc2cc1O
HOMO: -0.3076 hartree
energy: -574.4389 Eh
strongest force on any atom: 2.47 eV/A

Structure (ORCA input):
```
! RIJCOSX wB97M-V def2-TZVPD def2/J DEFGRID3
* xyz 0 1
C 0.810 -1.097 0.024
C 3.239 -0.787 0.021
C -0.821 0.755 -0.046
C 1.887 -0.222 0.014
H 1.188 -2.127 0.068
O 2.610 2.057 -0.023
C -1.590 -1.597 -0.055
H -1.283 -2.629 -0.148
H -2.390 2.235 0.068
C -2.152 1.183 -0.017
C 1.572 1.206 0.019
C -2.879 -1.154 0.009
H 0.166 2.741 -0.138
H 3.398 1.516 0.112
C -3.143 0.226 0.060
C 0.294 1.652 -0.059
H -3.730 -1.837 -0.008
O 3.450 -1.968 -0.024
H -4.148 0.541 0.124
C -0.548 -0.664 -0.066
H 4.069 -0.031 0.065
*
```

These are the natural (NBO) partial charges, in e, on atoms 1 to 4: -0.066 0.421 -0.004 -0.265



[2]
Molecular formula: C3H3BrFNO
Method: DFT, wB97M-V/def2-TZVPD

Calculated values
orbital gap: 11.027 eV
ΔE to the lowest compared entry with this formula, charge and spin: 0.0 kJ/mol
LUMO level: 0.47 eV
SMILES string: O=C1NC[C@]1(F)Br
HOMO: -0.3878 hartree
energy: -2919.9499 Eh
strongest force on any atom: 4.26 eV/A

Structure (ORCA input):
```
! RIJCOSX wB97M-V def2-TZVPD def2/J DEFGRID3
* xyz 0 1
C -1.135 0.042 0.349
F -0.250 0.830 -2.014
C -0.006 0.762 -0.415
H -0.373 -1.793 1.204
C 0.876 -0.428 -0.071
Br 0.510 2.503 0.072
H 1.156 -1.040 -0.933
N -0.259 -0.938 0.681
O -2.277 0.253 0.598
H 1.759 -0.192 0.529
*
```

These are the natural (NBO) partial charges, in e, on atoms 1 to 4: 0.622 -0.406 0.187 0.418



[3]
Molecular formula: C23H52O3Si
Method: DFT, wB97M-V/def2-TZVPD

Calculated values
orbital gap: 10.087 eV
LUMO level: 0.75 eV
SMILES string: CCCCCCCCCCCCC[Si@H](C)CCCCOC.COCCOC
HOMO: -0.3432 hartree
energy: -1422.6880 Eh
strongest force on any atom: 0.16 eV/A

Structure (ORCA input):
```
! RIJCOSX wB97M-V def2-TZVPD def2/J DEFGRID3
* xyz 0 1
C 0.749 4.520 0.806
C -5.380 -5.291 3.484
Si 4.613 0.802 -1.814
C -0.489 4.332 -1.998
H 6.425 -0.574 -2.742
H -2.602 4.122 -1.686
H -0.203 4.205 1.240
C 2.643 0.377 1.995
C 5.729 -0.705 -1.911
C -1.725 2.341 -0.862
H 1.166 3.676 0.254
H 0.308 6.593 0.568
H 2.528 -1.082 -1.858
H -1.670 1.099 -3.150
H 1.009 -2.720 2.540
C -2.301 0.450 -2.539
H 0.419 -2.610 4.216
H -4.799 -3.946 1.558
C -0.511 5.617 -1.146
C -2.712 -4.387 1.771
C -1.649 -0.931 -2.391
H 2.827 1.415 2.275
H 5.186 -1.640 -2.059
H -0.703 1.973 -0.725
C 3.220 0.603 -3.061
H -6.355 -4.974 3.097
O -2.570 -3.717 3.012
C -2.025 -4.523 4.038
H 0.847 0.872 -1.756
C 2.198 -0.503 -2.725
H -2.035 2.738 0.111
O -4.566 -5.802 2.446
C 1.210 -0.031 2.354
H 3.717 0.382 -4.011
H 0.198 -1.998 -2.274
H 1.438 4.735 1.623
H -4.207 -5.253 0.517
C 0.794 0.047 -2.473
C -0.173 -1.019 -1.952
H -3.214 0.303 -3.121
H -0.326 4.607 -3.042
H 1.531 6.010 -0.534
C -4.139 -4.819 1.520
H 2.121 -1.220 -3.547
C 0.483 -2.084 3.265
H 2.700 1.553 -3.223
H -2.244 -1.492 -1.663
H 0.598 0.849 2.571
H 3.313 -0.243 2.594
H 3.206 -0.859 0.341
H 2.042 0.377 -0.071
O 1.175 -0.880 3.491
C -1.753 3.466 -1.907
H -1.764 -1.464 -3.339
H 4.986 0.884 0.572
H -0.428 6.478 -1.813
H -2.575 -5.460 4.158
H -0.973 -4.753 3.836
H 6.322 -0.787 -0.997
H -4.908 -4.445 3.990
H -2.405 -3.694 0.980
H -3.674 1.562 -1.280
H 0.442 0.494 -3.408
H 0.751 -0.548 1.501
H 0.373 3.715 -1.721
H -0.535 -1.911 2.899
H -1.963 3.033 -2.888
H -0.115 -1.035 -0.858
H -2.088 -3.952 4.963
H -1.486 5.713 -0.657
C 0.573 5.749 -0.074
H 5.421 1.985 -2.225
H -5.533 -6.097 4.199
C -2.651 1.177 -1.224
H -2.051 -5.259 1.732
C 4.085 1.077 -0.024
C 2.952 0.195 0.506
H -2.643 0.449 -0.406
H 3.846 2.134 0.138
*
```

These are the Mulliken partial charges, in e, on atoms 1 to 4: -0.613 -0.668 0.098 -0.304



[4]
Molecular formula: C37H33MnN11O6
Method: DFT, wB97M-V/def2-TZVPD

Calculated values
orbital gap (spin up / spin down): 6.585 / 6.941 eV
ΔE to the lowest compared entry with this formula, charge and spin: 14.8 kJ/mol
LUMO level (spin up / spin down): -4.46 / -4.11 eV
HOMO (spin up / spin down): -0.4060 / -0.4060 hartree
energy: -3634.4323 Eh
strongest force on any atom: 1.02 eV/A

Structure (ORCA input):
```
! RIJCOSX wB97M-V def2-TZVPD def2/J DEFGRID3
* xyz 1 5
N 1.756 -2.214 -0.234
N 1.939 3.586 3.988
O 2.716 0.197 1.045
C -1.567 3.376 6.961
C -2.347 1.828 5.300
C 7.114 -0.297 -0.531
H 0.073 -2.610 -1.517
H 1.997 -0.072 -5.713
C 6.367 -0.036 0.616
C 4.222 -0.392 -3.044
O 4.633 -0.700 -4.124
Mn 2.563 -0.053 -0.864
N 0.091 -3.447 0.437
C -3.522 -1.143 3.789
C 2.796 2.931 3.249
H 2.765 -2.412 1.666
H 0.034 5.490 4.006
O -3.114 0.165 3.687
H -2.368 1.467 -7.215
C -2.982 0.539 4.991
H -2.748 1.632 7.394
C -2.160 -0.597 -6.562
N 0.566 0.083 -1.366
C -2.098 -0.383 -1.745
H -3.720 0.858 -6.247
C -1.905 -0.744 -4.168
H -0.891 4.709 2.719
C -4.609 -1.798 1.627
N 2.412 2.757 1.952
N -3.662 -1.500 5.009
O -2.945 -1.385 -4.092
C -0.923 4.109 5.975
C 5.144 -0.207 -1.849
O 2.948 -0.205 -2.713
C -0.268 4.528 3.595
C -0.120 0.369 -5.539
H -3.530 0.350 -7.927
H -3.142 -0.612 -1.906
C -2.373 -3.317 0.922
C 5.006 0.150 0.471
H -0.347 4.985 6.248
H 0.057 1.095 -4.744
H -3.405 -3.661 -0.927
C -0.996 3.722 4.645
H -5.377 -2.335 -0.297
C -1.176 -4.172 0.561
H -1.801 2.279 3.271
H -1.441 -0.891 -7.329
C -1.607 -0.105 -0.480
H 6.810 -0.011 1.601
H -5.475 -1.209 1.899
C -1.243 -0.391 -2.843
N 4.476 0.124 -0.748
O 4.226 0.231 2.717
H 0.956 -1.127 -6.672
N 0.939 3.857 3.124
H -1.329 -4.716 -0.370
H -0.226 0.960 -6.448
H 7.057 -0.680 -2.671
C -3.553 -1.929 2.526
H 0.589 3.483 1.069
H 0.871 -0.246 -3.348
C -4.554 -2.433 0.397
C -2.440 -2.695 2.173
C -1.729 2.587 4.307
C 3.936 0.221 1.555
H -1.503 3.689 7.994
C 6.506 -0.411 -1.781
H -2.246 -0.084 0.377
H -2.799 -1.451 -6.360
H 1.073 -1.362 -4.940
H -1.002 -4.896 1.355
N -3.318 -0.402 5.797
C 0.581 -2.731 -0.573
C -2.990 0.593 -7.012
C -0.265 0.150 -0.323
C 0.102 -0.166 -2.595
H 3.722 2.560 3.657
H 8.181 -0.452 -0.444
C -2.269 2.231 6.631
N 0.954 -3.428 1.475
C 1.914 -2.651 1.052
N -1.403 -0.299 -5.337
C -3.442 -3.185 0.046
C 1.242 3.379 1.920
H -1.624 -2.806 2.880
C 1.044 -0.602 -5.721
H 0.176 0.379 0.642
*
```

These are the Mulliken partial charges, in e, on atoms 1 to 4: -0.016 -0.901 -0.235 -0.687



[5]
Molecular formula: C2H3FGdO
Method: DFT, wB97M-V/def2-TZVPD

Calculated values
orbital gap (spin up / spin down): 8.872 / 7.527 eV
ΔE to the lowest compared entry with this formula, charge and spin: 0.0 kJ/mol
LUMO level (spin up / spin down): -5.78 / -6.29 eV
HOMO (spin up / spin down): -0.5384 / -0.5079 hartree
energy: -1018.4081 Eh
strongest force on any atom: 4.22 eV/A

Structure (ORCA input):
```
! RIJCOSX wB97M-V def2-TZVPD def2/J DEFGRID3
* xyz 1 8
C -0.644 -0.786 -0.273
C -0.836 0.383 0.371
Gd 2.013 -0.299 -0.628
H -0.405 -1.662 0.337
H -0.712 0.541 1.445
O 2.845 1.284 0.333
F -1.315 1.440 -0.267
H -0.947 -0.901 -1.318
*
```

These are the Mulliken partial charges, in e, on atoms 1 to 4: -1.384 0.413 1.528 0.509



[6]
Molecular formula: C5H2
Method: DFT, wB97M-V/def2-TZVPD

Calculated values
orbital gap (spin up / spin down): 8.116 / 6.972 eV
ΔE to the lowest compared entry with this formula, charge and spin: 0.0 kJ/mol
LUMO level (spin up / spin down): -0.24 / -3.39 eV
HOMO (spin up / spin down): -0.3071 / -0.3808 hartree
energy: -191.4132 Eh
strongest force on any atom: 5.44 eV/A

Structure (ORCA input):
```
! RIJCOSX wB97M-V def2-TZVPD def2/J DEFGRID3
* xyz 0 3
H -1.710 -0.514 1.048
C -0.413 0.254 -0.309
C 2.168 -0.219 -0.090
H -2.429 0.148 -0.651
C -1.657 0.030 0.073
C 0.808 -0.087 -0.232
C 3.234 0.388 0.162
*
```

These are the natural (NBO) partial charges, in e, on atoms 1 to 4: 0.255 0.112 -0.310 0.237



[7]
Molecular formula: C20H20N4O4
Method: DFT, wB97M-V/def2-TZVPD

Calculated values
orbital gap: 7.636 eV
ΔE to the lowest compared entry with this formula, charge and spin: 447.3 kJ/mol
LUMO level: -0.22 eV
SMILES string: COc1ccc(-c2cc3ncccc3c(NC[C@@H]3CC(=O)NO3)n2)cc1OC
HOMO: -0.2887 hartree
energy: -1294.0246 Eh
strongest force on any atom: 4.17 eV/A

Structure (ORCA input):
```
! RIJCOSX wB97M-V def2-TZVPD def2/J DEFGRID3
* xyz 0 1
O 0.315 5.230 4.413
C -0.592 -1.453 -0.379
N 0.054 0.816 -0.773
H -0.694 -5.370 2.681
H 3.577 2.923 -4.866
H -1.341 2.894 0.186
N 1.619 4.749 2.591
C 0.447 4.746 3.300
C 0.124 -5.165 1.949
H 0.732 -3.169 -0.712
C -0.455 3.675 2.710
H -0.646 4.512 0.066
H 2.114 3.597 -2.902
N 0.476 3.105 -0.962
H 3.678 0.586 -5.501
H -0.551 2.841 3.426
C 1.507 1.556 -2.493
H -4.426 -4.812 0.301
O -3.053 -4.174 1.781
H 1.233 -1.798 -2.419
C 3.019 2.215 -4.258
C -3.659 -5.204 0.984
C -0.398 3.462 0.186
C -2.593 -2.039 0.903
H 0.776 -6.038 1.894
O 1.620 3.888 1.484
H -2.079 -0.028 0.221
H -1.426 4.088 2.405
C -1.802 -1.067 0.254
H 1.269 3.704 -1.091
H 0.525 2.086 1.623
O -0.478 -4.967 0.651
H -2.916 -5.774 0.455
C 2.212 2.562 -3.162
H 0.724 -4.309 2.260
C 0.680 1.790 -1.406
C 3.103 0.855 -4.633
C 1.715 0.245 -2.856
N 2.481 -0.118 -3.894
H -4.136 -5.940 1.635
C 1.128 -0.773 -2.157
C -0.972 -3.717 0.472
C -2.227 -3.375 1.035
H -3.526 -1.755 1.415
C 0.354 3.192 1.515
C -0.186 -2.815 -0.273
H 2.476 5.002 3.075
C 0.199 -0.457 -1.135
*
```

These are the natural (NBO) partial charges, in e, on atoms 1 to 4: -0.592 -0.067 -0.518 0.185



[8]
Molecular formula: C31H52AuO3P2S
Method: DFT, wB97M-V/def2-TZVPD

Calculated values
orbital gap (spin up / spin down): 8.269 / 4.827 eV
LUMO level (spin up / spin down): -2.08 / -5.52 eV
HOMO (spin up / spin down): -0.3802 / -0.3802 hartree
energy: -2654.4518 Eh
strongest force on any atom: 1.29 eV/A

Structure (ORCA input):
```
! RIJCOSX wB97M-V def2-TZVPD def2/J DEFGRID3
* xyz 1 3
H 3.072 -2.315 3.164
H 2.965 3.734 -1.574
C 0.951 -2.716 0.976
H 1.286 0.787 3.096
H 3.067 -0.603 2.690
C -3.541 2.731 2.352
C 2.160 -0.892 -3.510
H 0.470 -0.177 4.350
C -4.856 3.543 4.193
C -3.141 -0.006 -1.113
P -1.583 0.105 -2.022
H -1.612 2.493 -1.952
H -7.885 2.010 4.285
H 3.310 1.570 1.891
H -2.678 -1.016 -3.815
C 1.447 -1.748 1.905
H 3.007 -3.288 -4.532
H -2.593 1.866 -3.327
H 3.496 -1.082 -5.176
C -0.458 -2.567 0.884
C 1.329 3.370 0.778
H 2.197 -4.222 -3.283
C -3.651 3.560 3.478
H -0.825 -3.553 -0.963
H 1.779 2.681 -2.412
C -1.731 -1.175 -3.287
C 4.475 -2.366 -1.691
C -5.660 1.697 2.849
C 2.857 -1.620 2.338
H 5.386 -1.381 -4.095
H 4.353 2.174 0.578
O -1.738 1.552 0.934
H 1.445 -3.854 -0.759
C -2.219 -1.176 2.177
H -4.298 0.966 1.330
H -3.322 -1.011 -0.716
H -7.016 2.653 5.678
H -2.949 -1.687 1.541
H 0.911 3.002 1.720
C -7.170 2.760 4.604
H 3.328 0.540 -4.520
H 5.289 0.285 -3.548
H -2.340 -0.090 2.060
H -5.013 4.237 5.028
H 4.106 -4.392 -2.179
C 1.874 -2.138 -3.128
C 3.417 -0.517 -4.233
H -3.059 0.711 -0.287
H -0.485 0.796 3.197
H 5.099 -0.365 -1.333
H -3.957 0.294 -1.784
H 2.825 -3.495 0.327
H 0.942 -2.368 -2.601
H 3.802 0.469 0.571
H 4.904 -3.499 -3.466
H 2.075 4.150 0.979
H 0.504 3.790 0.195
H 1.436 -0.080 -3.351
H -1.695 -4.266 0.418
C 4.117 -3.422 -2.698
C 0.406 0.162 3.304
Au 0.485 0.504 -0.965
C -5.876 2.649 3.863
C -1.355 -3.316 -0.031
H 1.642 -4.738 0.777
H -2.441 -1.428 3.226
H -0.892 -1.125 -3.988
H 4.593 -2.717 -0.660
C -0.844 -1.556 1.809
C 0.342 -0.993 2.380
O -2.441 3.720 0.137
C 3.516 1.501 0.814
P 2.058 1.999 -0.134
O -1.166 3.531 2.264
H -6.426 0.944 2.662
C -1.659 1.760 -2.772
H 3.534 -1.872 1.511
C -4.485 1.730 2.089
C 4.761 -1.114 -2.055
H -1.745 -2.163 -2.805
C 1.757 -3.753 0.292
H 3.435 2.085 -2.121
H -0.787 1.882 -3.426
H -2.818 4.182 3.793
C 2.764 -3.296 -3.458
C 4.775 -0.686 -3.496
H -7.618 3.744 4.448
S -2.098 2.937 1.310
C 2.624 2.704 -1.712
H -2.242 -2.712 -0.269
*
```

These are the Mulliken partial charges, in e, on atoms 1 to 4: 0.351 0.505 0.764 0.132